one | A molecular structure, C4H7FN2O, computed with the ωB97M-V functional and the def2-TZVPD basis.

Positions of all 15 atoms, in Å:
1 C 0.96281 -1.23647 -1.15615
2 C -0.04331 0.54112 0.12650
3 C -1.44595 0.41678 -0.25037
4 C -2.40123 0.94210 0.62743
5 H 0.77092 -1.16670 -2.20282
6 H 0.26668 -1.97049 -0.80849
7 H 2.06983 -1.73456 -0.91049
8 H 2.11082 1.31687 1.06613
9 H 2.18273 -0.84729 1.43734
10 H -1.87890 -0.15962 -1.22240
11 H -2.01800 1.38038 1.71823
12 N 0.86848 -0.18557 -0.26661
13 N 2.14963 0.15941 0.39464
14 O 0.13019 1.45899 1.02445
15 F -3.72468 1.08506 0.42260

As for the HOMO energy: -8.96 eV. Its HOMO-LUMO gap is 9.22 eV.

=====

two | C4H7FN2O in the gas phase, computed with the ωB97M-V functional and the def2-TZVPD basis.

Positions of all 15 atoms, in Å:
1 H -1.41923 -0.61972 1.74565
2 N -2.21710 -0.90284 0.98820
3 C -2.26288 -0.22203 -0.16842
4 N -1.21849 0.39859 -0.93265
5 C -0.22290 1.13518 -0.27581
6 C 0.95926 0.58007 0.10752
7 F 1.92479 1.29549 0.72761
8 C 1.52757 -0.81402 0.01374
9 O 2.76204 -1.07948 -0.57042
10 H -3.18942 -0.12289 -0.78824
11 H -1.60137 1.21100 -1.63054
12 H -0.50583 2.19004 0.09163
13 H 0.70437 -1.55938 -0.52508
14 H 1.45620 -1.05259 1.16167
15 H 3.30299 -0.43743 0.05514

As for the HOMO energy: -9.56 eV. The structure (SMILES) is [H]/N=C\N/C=C(/F)CO. Its HOMO-LUMO gap is 10.12 eV.

=====

Which structure loses on stability? one does.

=====

one | 2 unconnected molecules or ions with the total composition C2H6I2N2OP, computed with the ωB97M-V functional and the def2-TZVPD basis.

Positions of all 14 atoms, in Å:
1 C -0.40970 1.51982 -3.46881
2 C -0.85005 -0.53400 0.44090
3 N -1.20702 1.07985 -2.59725
4 N -0.57430 0.69137 0.18116
5 O 0.71441 2.01043 -2.94192
6 P -0.57234 -1.26064 2.05315
7 I -0.74841 1.71778 -5.45804
8 I -2.88893 -0.04003 -2.92270
9 H -1.00836 -1.21249 -0.43771
10 H -1.03529 1.23940 -0.54891
11 H 1.38444 2.33808 -3.65636
12 H -0.17908 1.24436 0.93658
13 H -0.06112 -2.50714 1.52068
14 H 0.71773 -0.45567 2.34081

As for the HOMO energy: -12.54 eV. The charge is +1. Its HOMO-LUMO gap is 7.56 eV.

=====

two | A molecular structure, C2H6I2N2OP, computed with the ωB97M-V functional and the def2-TZVPD basis.

Positions of all 14 atoms, in Å:
1 C 0.85702 1.22588 -1.02447
2 C -1.01941 -0.61566 0.98813
3 N -0.20922 0.60879 -1.17067
4 N -0.19956 -0.02647 1.76144
5 O 1.64933 0.76971 -0.07644
6 P -0.86439 -2.29765 0.43834
7 I 1.51798 2.77848 -2.33080
8 I -1.49997 0.71808 -2.62339
9 H -2.13330 -0.31135 0.73883
10 H -0.49168 0.95898 2.12144
11 H 2.47780 1.35810 0.20561
12 H 0.74339 -0.24414 1.74357
13 H -1.31615 -2.18428 -0.84745
14 H 0.48818 -2.73846 0.07588

As for the HOMO energy: -12.64 eV. The charge is +1. Its HOMO-LUMO gap is 8.28 eV.

=====

Which structure loses on stability? two does.

=====

one | A molecular structure, C27H27IrN4O4Te, computed with the ωB97M-V functional and the def2-TZVPD basis.

Positions of all 64 atoms, in Å:
1 Ir 0.84306 -1.58524 -0.15806
2 C 1.72606 -1.38491 -3.59541
3 C 2.18875 -0.32271 -2.66970
4 N 1.88087 -0.20314 -1.38421
5 C 2.62349 0.86790 -0.89922
6 C 3.33224 1.41964 -1.92339
7 N 3.03858 0.65817 -3.01920
8 C 4.27006 2.56802 -2.09671
9 O 4.53823 3.30812 -1.03601
10 O 4.72732 2.77035 -3.18849
11 C 2.67883 1.18483 0.54176
12 O 3.19092 2.17953 0.98905
13 O 0.56541 1.77042 0.32407
14 H 1.00051 -2.02179 -3.09583
15 H 2.56808 -2.00606 -3.90392
16 H 1.26948 -0.95858 -4.48826
17 H 3.44152 0.84224 -3.92852
18 H 4.06442 3.00211 -0.23201
19 C -1.89320 -1.22014 -3.79922
20 C -2.92274 -1.23936 -2.67059
21 C -2.79414 -0.00313 -1.81600
22 C -3.59564 1.09840 -2.10432
23 C -3.50796 2.26769 -1.37352
24 C -2.57737 2.36135 -0.35210
25 C -1.74235 1.29397 -0.04685
26 C -0.65833 1.44735 0.98729
27 C 0.60144 3.13961 -0.06779
28 C -1.87086 0.10405 -0.77167
29 N -1.18169 -1.08644 -0.32260
30 C -1.96702 -1.91389 0.33795
31 C -1.39851 -3.00758 0.99004
32 C -1.85834 -4.09825 1.74386
33 C -0.72935 -4.81585 2.11413
34 C 0.37929 -4.14062 1.57869
35 N -0.02541 -3.05622 0.90874
36 H -1.96969 -2.10805 -4.42692
37 H -0.88836 -1.17346 -3.37967
38 H -2.02924 -0.33959 -4.42873
39 H -2.80238 -2.14905 -2.08151
40 H -3.92824 -1.27339 -3.09115
41 H -4.31625 1.01940 -2.90932
42 H -4.16256 3.09989 -1.59414
43 H -2.50041 3.27227 0.22981
44 H -0.49724 0.50356 1.49712
45 H -0.89500 2.21106 1.73313
46 H -0.24118 3.37451 -0.71700
47 H 1.52183 3.31123 -0.62193
48 H 0.59194 3.79127 0.80982
49 H -3.03090 -1.70038 0.38595
50 H -2.88605 -4.33044 1.97173
51 H -0.69400 -5.72178 2.69544
52 H 1.42540 -4.39389 1.66437
53 Te 2.47443 -0.73959 1.60782
54 C 1.29810 -0.12291 3.23233
55 C 1.65580 1.05236 3.87901
56 C 0.87551 1.48501 4.94309
57 C -0.22266 0.74107 5.35222
58 C -0.55273 -0.44078 4.70342
59 C 0.20543 -0.88235 3.62741
60 H 2.51564 1.62983 3.56350
61 H 1.13469 2.40095 5.45721
62 H -0.82150 1.08155 6.18629
63 H -1.40420 -1.02295 5.03017
64 H -0.06180 -1.79521 3.10855

As for the HOMO energy (spin up / spin down): -10.83 / -10.95 eV. The charge is +1. The expectation value of S² is 0.76. Its HOMO-LUMO gap (spin up / spin down) is 7.37 / 6.68 eV. The spin multiplicity is 2.

=====

two | A molecular structure, C27H27IrN4O4Te, computed with the ωB97M-V functional and the def2-TZVPD basis.

Positions of all 64 atoms, in Å:
1 Ir 0.27831 -0.36981 0.76002
2 C 3.10390 2.49512 0.45501
3 C 1.64602 2.63850 0.65691
4 N 0.73775 1.70043 0.94193
5 C -0.44754 2.37281 1.20296
6 C -0.27490 3.69932 1.02029
7 N 1.04223 3.83693 0.67431
8 C -1.15979 4.89570 1.08313
9 O -2.41678 4.68426 1.40922
10 O -0.68920 5.97143 0.82287
11 C -1.57918 1.57837 1.71819
12 O -2.65250 2.07707 1.99492
13 O -1.27461 0.31941 1.87076
14 H 3.42097 1.49434 0.71579
15 H 3.63486 3.19962 1.09620
16 H 3.38502 2.69994 -0.57835
17 H 1.46410 4.74119 0.50465
18 H -2.59702 3.73300 1.62972
19 C -4.36293 -3.21245 1.04445
20 C -3.61354 -1.94761 1.47065
21 C -3.65054 -0.85314 0.42934
22 C -4.83958 -0.14879 0.25120
23 C -4.92578 0.91450 -0.62716
24 C -3.81052 1.30666 -1.35171
25 C -2.60667 0.63173 -1.21876
26 C -1.43167 1.02102 -2.08530
27 C -1.34095 0.16097 -3.34948
28 C -2.55941 -0.45676 -0.34098
29 N -1.30093 -1.15991 -0.20674
30 C -1.30192 -2.42826 -0.47407
31 C -0.15418 -3.13949 -0.05072
32 C 0.42171 -4.38998 -0.26902
33 C 1.64504 -4.35993 0.39638
34 C 1.77185 -3.10020 0.98819
35 N 0.63691 -2.37331 0.74918
36 H -4.36454 -3.94982 1.84693
37 H -3.91660 -3.67819 0.16319
38 H -5.39945 -2.98400 0.79472
39 H -2.58527 -2.19207 1.74023
40 H -4.07898 -1.55057 2.37394
41 H -5.70425 -0.43338 0.83911
42 H -5.85987 1.44920 -0.73881
43 H -3.87028 2.15095 -2.02861
44 H -0.49700 0.92298 -1.52880
45 H -1.53934 2.07073 -2.36287
46 H -1.21597 -0.89470 -3.09766
47 H -0.49657 0.46297 -3.97113
48 H -2.24949 0.25322 -3.94496
49 H -2.14011 -2.87874 -0.99016
50 H -0.00163 -5.19999 -0.84026
51 H 2.37331 -5.15166 0.46230
52 H 2.48753 -2.77531 1.72628
53 Te 2.12757 -0.96035 -0.98299
54 C 4.13651 -0.56408 -0.49013
55 C 4.76100 -1.02739 0.66076
56 C 6.10764 -0.75679 0.86432
57 C 6.82816 -0.03671 -0.07781
58 C 6.20300 0.41620 -1.23148
59 C 4.85716 0.15450 -1.44118
60 H 4.22292 -1.59913 1.40273
61 H 6.59318 -1.11612 1.76196
62 H 7.87930 0.16320 0.08195
63 H 6.76263 0.96878 -1.97484
64 H 4.38089 0.50359 -2.35074

As for the HOMO energy (spin up / spin down): -11.35 / -11.47 eV. The charge is +1. The expectation value of S² is 0.76. Its HOMO-LUMO gap (spin up / spin down) is 7.05 / 5.99 eV. The spin multiplicity is 2.

=====

Which structure loses on stability? one does.

=====

one | A molecular structure, C10H17Cl3IrO6, computed with the ωB97M-V functional and the def2-TZVPD basis.

Positions of all 37 atoms, in Å:
1 C -0.59416 -0.07404 -1.53807
2 C -1.62639 -0.29752 -0.56296
3 C -1.21373 -1.34792 0.28833
4 C -2.95988 0.34660 -0.52558
5 C 0.07002 -1.77590 -0.11986
6 C 0.46262 -0.99611 -1.26002
7 C 1.68067 -1.20958 -2.08196
8 C -0.66863 0.85449 -2.69396
9 C -2.01081 -1.93455 1.38964
10 C 0.80053 -2.93070 0.45316
11 Ir 0.40922 0.55748 0.41441
12 Cl -3.58146 3.08096 2.60357
13 Cl -0.89047 2.56166 0.33696
14 O 2.17246 -0.09539 1.17412
15 H -2.98519 1.25832 -1.10939
16 H -3.25471 0.59782 0.48899
17 H -3.70236 -0.34292 -0.93285
18 H -2.61598 -1.18538 1.88942
19 H -1.37826 -2.40115 2.13762
20 H -2.68113 -2.69862 0.99018
21 H 0.75207 -2.93729 1.53801
22 H 1.84648 -2.92739 0.17155
23 H 0.35003 -3.85652 0.08947
24 H 2.52274 -1.52188 -1.47178
25 H 1.96758 -0.30365 -2.60675
26 H 1.49631 -1.98389 -2.82859
27 H -1.18898 1.76975 -2.43169
28 H -1.19929 0.38052 -3.52156
29 H 0.32061 1.13430 -3.04174
30 H 2.14765 -0.22448 2.13174
31 O 1.67181 1.71770 -0.46026
32 H 2.57681 1.38324 -0.35980
33 O 2.82674 4.14784 1.34485
34 Cl 2.27701 3.10215 2.30607
35 O 3.42947 2.43884 3.04850
36 O 1.34627 3.77274 3.30774
37 O 1.42432 1.94045 1.44249

As for the HOMO energy (spin up / spin down): -0.92 / -1.08 eV. The charge is -2. The expectation value of S² is 8.78. Its HOMO-LUMO gap (spin up / spin down) is 5.44 / 4.67 eV. The spin multiplicity is 6.

=====

two | A molecular structure, C10H17Cl3IrO6, computed with the ωB97M-V functional and the def2-TZVPD basis.

Positions of all 37 atoms, in Å:
1 C 0.42986 -1.15008 -1.76632
2 C 1.26819 -0.06642 -2.15957
3 C 0.49789 1.14002 -2.18833
4 C 2.71082 -0.15934 -2.41129
5 C -0.83086 0.81369 -1.87425
6 C -0.92804 -0.59995 -1.54951
7 C -2.16483 -1.38987 -1.79304
8 C 0.61177 -2.59912 -1.98958
9 C 0.97964 2.51119 -2.48142
10 C -1.96235 1.75172 -2.03067
11 Ir 0.10231 -0.25798 0.26305
12 Cl 1.80365 1.67047 0.31141
13 Cl 2.33678 -0.79558 0.58992
14 O -1.64137 0.50232 0.70681
15 H 3.09435 -1.15948 -2.16768
16 H 3.24529 0.56417 -1.78792
17 H 2.91392 0.08766 -3.46235
18 H 1.84574 2.73514 -1.86711
19 H 0.20315 3.22670 -2.20757
20 H 1.20796 2.62617 -3.54582
21 H -1.71023 2.73236 -1.58573
22 H -2.86298 1.35076 -1.55044
23 H -2.18353 1.91654 -3.10106
24 H -3.03541 -0.83062 -1.45219
25 H -2.10405 -2.34568 -1.28051
26 H -2.27720 -1.58363 -2.86459
27 H 1.62438 -2.90369 -1.74952
28 H 0.41757 -2.83004 -3.04140
29 H -0.10693 -3.17364 -1.39987
30 H -1.65519 0.86641 1.61865
31 O -0.54926 -1.97685 0.92670
32 H -1.02085 -1.76639 1.76012
33 O -0.06199 -1.24646 3.63933
34 Cl -0.08232 0.19038 3.51885
35 O -1.44230 0.69801 3.50366
36 O 0.70778 0.87523 4.48553
37 O 0.61965 0.57618 2.15391

As for the HOMO energy (spin up / spin down): 1.04 / -0.26 eV. The charge is -2. The expectation value of S² is 8.78. Its HOMO-LUMO gap (spin up / spin down) is 4.19 / 5.44 eV. The spin multiplicity is 6.

=====

Which structure loses on stability? one does.